{"formula": "C7H10", "method": "wB97M-V/def2-TZVPD", "spin_multiplicity": 1, "total_charge": 0, "homo_lumo_gap_ev": 8.42, "de_lowest_kcal_mol": 129.46, "energy_ev": -7415.4207, "homo_ev": -8.51, "species": ["C", "C", "C", "C", "C", "C", "C", "H", "H", "H", "H", "H", "H", "H", "H", "H", "H"], "xyz": [[0.8172, -0.9525, 1.2058], [-0.2294, -0.7794, -1.2068], [0.3648, -0.1142, 0.0414], [-1.6294, 1.2176, 0.6822], [1.8260, -0.2421, 0.3447], [-0.3479, 1.1875, 0.3100], [-0.6188, 0.4077, -2.0474], [-2.1757, 0.2961, 0.8807], [0.6291, -0.5570, 2.2009], [2.3448, 0.6170, 0.7631], [2.4297, -0.8428, -0.3307], [-1.7122, 0.3538, -2.2402], [0.7380, -2.0341, 1.1273], [-2.1723, 2.1489, 0.8142], [-1.0199, -1.4950, -0.9330], [0.1979, 2.1133, 0.1351], [0.5580, -1.3248, -1.7472]]}